No. 1
Entry from the Open Molecules 2025 dataset: a molecular structure, C13H22N3O3S2SeSi2W (wB97M-V/def2-TZVPD).

Output
Total charge: -1
2S+1: 3
Expectation value of S²: 2.136
Kohn-Sham gap (alpha / beta) in eV: 6.399 / 6.674

Geometry (Å):
W  -0.973  -1.055  0.085
C  3.601  -2.393  -0.068
Si  1.689  -2.400  0.032
C  1.376  -2.445  2.016
C  1.147  -2.411  -1.901
N  0.876  -0.708  0.102
C  1.452  0.494  0.056
C  2.815  0.801  0.028
C  3.223  2.117  -0.021
C  2.283  3.141  -0.031
C  0.931  2.861  -0.015
C  0.473  1.540  0.014
N  -0.825  1.081  0.013
Si  -2.042  2.350  0.007
C  -1.895  3.314  1.670
C  -1.904  3.317  -1.656
C  -3.878  1.883  0.008
H  3.947  -3.418  -0.073
H  4.050  -1.896  0.781
H  3.959  -1.913  -0.970
H  1.158  -3.459  2.351
H  0.516  -1.808  2.297
H  2.233  -2.093  2.592
H  0.632  -3.344  -2.137
H  2.003  -2.362  -2.576
H  0.478  -1.567  -2.175
H  3.519  -0.009  0.052
H  4.277  2.356  -0.049
H  2.614  4.172  -0.051
H  0.243  3.690  -0.020
H  -1.006  3.926  1.761
H  -1.870  2.592  2.485
H  -2.760  3.951  1.823
H  -1.016  3.929  -1.754
H  -2.769  3.956  -1.802
H  -1.886  2.598  -2.473
H  -4.163  1.289  0.868
H  -4.171  1.338  -0.881
H  -4.473  2.790  0.035
Se  -3.401  -1.529  -0.178
C  -5.068  -0.780  -0.137
N  -6.184  -0.482  -0.143
O  0.124  -5.800  0.986
S  0.243  -4.801  -0.040
O  -0.052  -5.222  -1.385
O  1.609  -4.177  0.028
S  -1.134  -3.407  0.445



No. 2
Entry from the Open Molecules 2025 dataset: 6 unconnected molecules or ions with the total composition C13H23B3F3NO23S5 (wB97M-V/def2-TZVPD).

Output
SMILES: C#CB1OB(N)OB(C(F)(F)F)O1.O=S1(=O)OCCO1.O=S1(=O)OCCO1.O=S1(=O)OCCO1.O=S1(=O)OCCO1.O=S1(=O)OCCO1
Kohn-Sham gap in eV: 11.063

Geometry (Å):
C  -2.696  -2.301  -1.221
C  -3.365  -1.585  -1.927
B  -4.136  -0.389  -2.454
O  -5.515  -0.291  -2.358
B  -5.931  0.894  -1.737
N  -7.163  0.883  -1.029
O  -5.133  2.038  -1.798
B  -3.817  1.838  -2.123
C  -2.660  2.801  -1.539
F  -2.866  4.117  -1.786
F  -2.595  2.658  -0.185
F  -1.443  2.486  -2.032
O  -3.465  0.757  -2.890
H  -2.070  -2.967  -0.648
H  -7.817  0.313  -1.556
H  -7.544  1.805  -0.863
O  -0.015  -4.034  -1.289
S  0.855  -3.354  -2.186
O  0.875  -3.684  -3.563
O  2.327  -3.407  -1.584
C  2.854  -2.073  -1.423
C  1.628  -1.226  -1.163
O  0.639  -1.782  -2.046
H  3.359  -1.778  -2.340
H  3.559  -2.066  -0.598
H  1.778  -0.178  -1.404
H  1.274  -1.324  -0.135
O  6.620  1.262  -3.185
S  6.175  0.332  -2.212
O  4.786  0.142  -1.982
O  6.919  0.648  -0.842
C  7.625  -0.515  -0.366
C  7.986  -1.262  -1.632
O  6.825  -1.098  -2.469
H  6.956  -1.098  0.270
H  8.494  -0.199  0.200
H  8.164  -2.320  -1.469
H  8.844  -0.815  -2.136
O  12.256  1.292  0.643
S  10.927  1.777  0.590
O  9.872  1.084  1.244
O  10.530  2.005  -0.938
C  10.087  3.358  -1.151
C  10.863  4.155  -0.120
O  10.866  3.301  1.039
H  9.011  3.406  -0.982
H  10.314  3.646  -2.173
H  10.388  5.096  0.138
H  11.894  4.330  -0.431
O  -4.526  -3.856  2.686
S  -5.853  -3.448  2.394
O  -6.940  -3.918  3.180
O  -6.132  -3.725  0.849
C  -6.549  -2.516  0.186
C  -5.870  -1.415  0.966
O  -5.945  -1.862  2.336
H  -7.637  -2.444  0.250
H  -6.241  -2.547  -0.855
H  -6.356  -0.454  0.866
H  -4.816  -1.326  0.692
O  -6.355  1.506  2.139
S  -6.427  1.850  3.516
O  -5.698  2.949  4.030
O  -6.120  0.535  4.357
C  -7.202  0.229  5.247
C  -8.422  0.774  4.531
O  -7.956  2.004  3.948
H  -7.031  0.736  6.198
H  -7.241  -0.846  5.398
H  -9.249  0.992  5.199
H  -8.752  0.107  3.732



No. 3
Entry from the Open Molecules 2025 dataset: 4 unconnected molecules or ions with the total composition C13H23B4ClO13 (wB97M-V/def2-TZVPD).

Output
SMILES: CCB1OB(Cl)OB(B(O)CC)O1.O=C1OCCO1.O=C1OCCO1.O=C1OCCO1
Kohn-Sham gap in eV: 9.564

Geometry (Å):
C  7.999  -1.438  -0.211
C  6.778  -1.961  0.590
B  5.465  -1.926  -0.239
O  4.509  -2.937  -0.238
B  3.225  -2.471  -0.137
Cl  2.030  -3.500  0.648
O  2.867  -1.242  -0.597
B  3.897  -0.295  -0.588
B  3.689  1.304  0.015
O  2.721  1.477  1.004
C  4.511  2.554  -0.429
C  5.479  2.390  -1.601
O  5.139  -0.780  -0.968
H  8.512  -0.649  0.329
H  8.710  -2.247  -0.351
H  7.720  -1.071  -1.192
H  6.984  -2.951  0.984
H  6.604  -1.303  1.444
H  3.093  1.383  1.883
H  3.808  3.374  -0.593
H  5.083  2.854  0.458
H  5.898  3.356  -1.878
H  4.990  1.988  -2.484
H  6.319  1.760  -1.323
O  -4.721  -3.828  2.284
C  -3.572  -3.596  2.106
O  -2.668  -4.486  1.628
C  -1.458  -3.782  1.325
C  -1.559  -2.567  2.226
O  -2.978  -2.403  2.347
H  -0.596  -4.406  1.537
H  -1.459  -3.521  0.265
H  -1.138  -2.748  3.216
H  -1.113  -1.671  1.804
O  -2.026  1.850  2.598
C  -2.336  1.582  1.487
O  -1.912  0.489  0.807
C  -2.672  0.379  -0.403
C  -3.120  1.811  -0.623
O  -3.166  2.324  0.712
H  -2.050  -0.013  -1.203
H  -3.511  -0.298  -0.230
H  -2.398  2.392  -1.199
H  -4.099  1.885  -1.089
O  -7.521  0.850  -3.658
C  -7.626  1.486  -2.665
O  -8.384  2.600  -2.532
C  -8.432  2.962  -1.147
C  -7.172  2.312  -0.608
O  -6.993  1.205  -1.496
H  -8.445  4.043  -1.043
H  -9.337  2.545  -0.704
H  -6.303  2.968  -0.687
H  -7.265  1.964  0.416